87
Properties=species:S:1:pos:R:3:forces:R:3:lowdin_charge:R:1 method="wB97M-V/def2-TZVPD" de_lowest_kj_mol=258.6 lumo_ev=-2.27 total_charge=+1 e_tot_ha=-7845.91464 homo_ev=-10.242 homo_lumo_gap_ev=7.97
Zr 0.09368 -0.04416 -0.04734 -0.24 0.28 0.96 1.5706
N -1.43336 1.52171 1.62367 0.18 -0.10 -0.22 0.0157
N -0.86470 2.33349 2.61092 -0.07 -0.13 -0.01 -0.0422
C 0.45589 2.29637 2.83377 0.10 0.06 0.11 -0.7919
N 0.90120 2.99989 3.88475 -0.06 0.02 -0.09 0.1177
S 1.53711 1.40302 1.90534 -0.05 -0.05 -0.17 0.7659
H -2.20710 2.02194 1.19848 -0.07 0.02 -0.08 0.0628
H -1.75628 0.64191 2.02387 -0.07 -0.01 0.04 0.0901
H -1.48010 2.69365 3.32603 -0.01 0.04 0.02 0.1634
H 0.29903 3.60418 4.41799 0.01 0.00 0.03 0.1181
H 1.89143 3.04294 4.04930 0.00 -0.01 0.00 0.1045
C 3.95244 -0.67322 0.50115 0.02 0.12 -0.02 -0.0463
C 3.09115 -1.63317 1.26221 0.12 -0.15 0.09 -0.3004
C 3.74871 -2.68681 1.95489 -0.05 0.10 -0.11 0.0074
C 3.04038 -3.57613 2.69469 -0.04 -0.05 0.04 -0.0081
C 1.63847 -3.41844 2.80351 -0.06 -0.13 0.09 -0.1824
C 0.77815 -4.24632 3.57852 0.03 0.17 -0.12 -0.6320
Br 1.48600 -5.71385 4.52568 0.03 -0.10 0.07 0.8087
C -0.55855 -3.98999 3.65110 -0.06 0.13 -0.10 -0.1646
C -1.11399 -2.89135 2.95356 0.14 -0.40 0.28 -0.6106
Br -2.95997 -2.56462 3.10648 -0.06 0.10 -0.06 0.7996
C -0.32751 -2.07138 2.19143 0.12 0.31 -0.41 -0.3931
O -0.77472 -1.02244 1.52854 -0.19 -0.10 0.48 -0.3426
C 1.06676 -2.35087 2.09934 0.01 0.02 -0.06 -0.1523
N 1.78350 -1.49659 1.30381 0.11 -0.06 0.04 0.0490
H 4.84663 -0.44584 1.08129 0.00 -0.01 0.03 0.0950
H 3.43612 0.25765 0.28202 -0.03 -0.02 -0.02 0.0229
H 4.27372 -1.10988 -0.44431 0.00 -0.03 0.02 0.0887
H 4.82414 -2.76304 1.87443 0.01 0.00 0.01 0.1226
H 3.53173 -4.38634 3.21537 0.00 0.00 0.00 0.0873
H -1.20650 -4.61742 4.24583 0.00 -0.01 0.01 0.0985
C -1.93861 -0.07445 -1.06540 0.07 -0.01 0.05 -0.3340
Si -2.52145 1.50963 -1.78250 -0.02 0.01 -0.03 0.5941
C -0.89972 2.29556 -2.34739 0.17 -0.02 -0.05 -0.2324
N 0.21688 2.30564 -1.34936 0.05 0.24 -0.01 -0.2137
C 1.51837 2.47320 -2.08834 -0.05 -0.04 0.13 -0.2034
C 1.77135 3.90418 -2.54152 -0.02 -0.05 -0.12 -0.1597
C 1.99143 4.83019 -1.33935 0.03 0.03 -0.01 -0.1769
C 1.32117 4.22556 -0.10657 -0.02 0.00 0.14 -0.1999
C 0.02460 3.52970 -0.48890 -0.08 -0.11 -0.12 -0.1945
C -3.52963 2.51968 -0.56216 -0.05 0.10 0.05 -0.2892
C -3.51954 3.91756 -0.53538 -0.04 0.00 0.04 -0.0924
C -4.31189 4.62987 0.35560 0.02 -0.02 -0.02 -0.0729
C -5.14481 3.95369 1.23606 -0.03 0.00 0.03 -0.0798
C -5.19068 2.56674 1.21628 0.03 0.01 -0.02 -0.0765
C -4.39146 1.86253 0.32458 -0.01 -0.01 0.03 -0.1194
C -3.55362 1.33414 -3.33442 0.02 -0.03 -0.15 -0.2328
C -3.00494 0.73228 -4.47342 0.00 -0.05 -0.01 -0.1031
C -3.74487 0.56072 -5.63254 -0.04 0.02 0.03 -0.0836
C -5.06580 0.98711 -5.67634 0.01 -0.01 -0.02 -0.0827
C -5.63255 1.58295 -4.56146 0.00 -0.01 0.00 -0.0788
C -4.88157 1.75529 -3.40556 -0.06 0.07 0.01 -0.0856
H -1.82312 -0.73772 -1.93456 0.01 -0.05 0.06 0.0066
H -2.65082 -0.56411 -0.39462 -0.01 -0.01 -0.03 0.0162
H -1.00575 3.28164 -2.81252 -0.03 0.00 0.00 0.0924
H -0.60330 1.61825 -3.15445 0.00 0.01 -0.01 0.0732
H 1.48988 1.80141 -2.93905 0.04 0.01 -0.05 0.1028
H 2.32777 2.13937 -1.43206 0.00 0.02 -0.01 0.1091
H 0.92088 4.24000 -3.13938 0.01 0.02 0.01 0.1082
H 2.62808 3.91641 -3.21628 0.01 -0.01 0.02 0.1193
H 1.58574 5.82007 -1.55545 -0.02 0.00 0.03 0.1124
H 3.05668 4.96429 -1.14589 0.01 0.00 -0.02 0.1120
H 1.09184 4.99177 0.63832 0.00 0.02 -0.04 0.1201
H 1.99368 3.52366 0.38257 0.00 -0.02 0.00 0.0528
H -0.57333 4.24533 -1.06180 -0.02 0.04 0.02 0.1103
H -0.56667 3.26133 0.37827 0.03 0.02 0.03 0.0741
H -2.89494 4.46933 -1.22676 0.05 0.00 -0.04 0.0999
H -4.28930 5.71189 0.35393 0.00 0.01 0.00 0.1070
H -5.76840 4.50627 1.92660 0.00 0.01 0.00 0.1063
H -5.85279 2.03464 1.88664 -0.01 -0.01 0.01 0.1072
H -4.43839 0.77862 0.32446 -0.01 -0.02 -0.02 0.1048
H -1.97817 0.37872 -4.46802 0.03 0.01 0.04 0.0916
H -3.29569 0.09659 -6.50093 0.01 0.00 -0.01 0.1035
H -5.64881 0.85686 -6.57844 -0.01 0.00 -0.01 0.1054
H -6.66143 1.91681 -4.59171 -0.01 0.01 0.01 0.1055
H -5.34726 2.23428 -2.55142 0.03 -0.02 0.02 0.0971
F 0.77700 -0.33682 -2.73968 0.04 -0.13 -0.31 0.0360
B 1.69116 -0.58047 -1.71226 -0.05 -0.14 -0.48 -0.6408
F 2.68387 -1.33780 -2.16818 0.08 0.14 0.14 0.1752
N -0.39240 -4.36021 -0.93070 0.01 0.01 0.03 0.2176
C -0.23906 -3.13143 -1.45520 -0.07 0.00 0.17 -0.5663
N -0.38470 -2.96536 -2.77763 0.02 -0.02 0.04 0.2229
O 0.03186 -2.18504 -0.68425 0.06 0.01 -0.36 -0.1476
H -0.69770 -5.14987 -1.46936 -0.01 0.00 -0.02 0.1200
H -0.37675 -4.42957 0.07321 -0.01 -0.03 0.00 0.1195
H -0.48083 -3.75279 -3.39298 -0.01 0.00 -0.02 0.1257
H -0.13154 -2.07158 -3.16657 0.00 0.00 -0.04 0.0951